C5H6OS in the gas phase, computed with ωB97M-V with the def2-TZVPD basis set.

For the HOMO energy, the calculation gives -9.29 eV. The LUMO energy comes out at 0.78 eV. For the energy, the calculation gives -667.421447 Eh. The relative energy (zero: lowest compared OMol25 entry of this formula, charge and spin) is 3.175 eV. As for the SMILES: C#CC1(S)COC1.

Cartesian coordinates (Å):
C 2.70 -0.72 -0.04
C 1.55 -0.41 0.06
C 0.14 -0.06 0.04
S -0.09 1.73 -0.02
C -0.79 -0.80 -1.04
O -1.75 -1.09 -0.04
C -0.86 -0.73 1.04
H 3.68 -0.97 0.21
H -1.46 1.73 0.10
H -1.13 -0.12 -1.84
H -0.25 -1.65 -1.42
H -0.43 -1.62 1.48
H -1.34 -0.11 1.82